(1)
ORCA calculation (ωB97M-V/def2-TZVPD) on an isolated molecule of C4H5NO at a distorted geometry.

Structure (XYZ):
```
11
Properties=species:S:1:pos:R:3:forces:R:3
O 0.65442 0.85495 1.19088 1.50 -0.66 2.58
C 0.14784 -0.41138 -0.57768 0.02 -7.57 -2.86
H 0.43984 -2.45378 0.95500 0.40 2.84 -0.96
C 0.33634 0.87647 -0.13673 2.52 4.31 0.20
H -1.34201 1.10068 -1.33228 0.09 -1.33 0.56
N 0.83035 -0.53018 1.66580 -0.16 2.04 0.38
H 0.31536 -0.89310 -1.65515 0.05 1.24 2.63
H 0.79154 1.67609 -0.73241 0.27 -0.31 0.51
C 0.52428 -1.28546 0.72297 -1.45 -1.59 -2.03
C -1.00192 0.50612 -0.44388 -2.54 1.57 -1.97
H -1.69602 0.55959 0.34348 -0.70 -0.55 0.96
```
Positions in Å, forces in eV/Å.

Energy above the lowest of the compared OMol25 structures with the same formula, charge and spin, kcal per mole: 95.1
Max |F|, hartree/bohr: 0.1573

How positive or negative is each atom? The Löwdin charges in e answer that: -0.0658 -0.1885 0.1588 -0.4229 0.1330 0.0948 0.1776 0.1666 -0.0846 -0.0761 0.1070

(2)
ORCA calculation (ωB97M-V/def2-TZVPD) on a structure of composition C6H11NS at a distorted geometry.

Structure (XYZ):
```
19
Properties=species:S:1:pos:R:3:forces:R:3
C 2.15118 1.47446 1.54857 -0.83 -1.52 5.33
C -0.30423 -0.26921 -0.41223 -1.24 -0.85 -1.35
C -2.48791 -0.69505 -1.72966 1.01 -0.66 2.50
H -2.50584 -1.50391 -2.45334 0.36 -0.11 -0.20
S 1.99260 -0.23504 0.95119 0.74 0.48 -1.25
H 3.20793 -0.25463 0.26370 -0.52 0.22 0.61
H -1.82539 -0.29995 1.08232 -0.75 -0.62 0.03
H 2.57108 2.08814 0.89204 1.04 2.51 -3.49
H 1.16075 1.79531 1.98021 0.95 -0.41 -0.95
N -0.04508 -0.45461 1.91786 1.31 1.26 2.64
H -3.18478 0.01426 -2.03973 -1.21 1.33 -0.76
H -0.56382 0.59196 -2.25621 -0.90 -0.77 0.07
C 1.07876 -0.19361 -0.52670 0.38 -0.87 3.30
H 1.59433 0.27534 -1.27692 0.87 0.85 -2.04
H 2.87700 1.61481 2.41944 -0.81 -0.86 -0.70
H -0.78291 -1.94997 0.96842 -1.15 0.98 -0.50
H -2.98529 -1.15541 -0.76705 1.36 0.87 -1.54
C -0.86747 -0.79749 0.94284 0.31 -1.48 -2.12
C -1.08090 -0.04542 -1.50475 -0.93 -0.36 0.41
```
Positions in Å, forces in eV/Å.

Energy above the lowest of the compared OMol25 structures with the same formula, charge and spin, kcal per mole: 182.9
Max |F|, hartree/bohr: 0.1090

How positive or negative is each atom? The Löwdin charges in e answer that: -0.3022 -0.4005 -0.0986 0.0537 0.9438 0.0072 0.1221 -0.0208 0.0665 0.0024 0.0205 0.1025 -0.3844 0.0310 0.0716 0.1643 0.0976 -0.3559 -0.1207

(3)
ORCA calculation (ωB97M-V/def2-TZVPD) on an isolated molecule of C5H6O.

Structure (XYZ):
```
12
Properties=species:S:1:pos:R:3:forces:R:3
C -1.83002 0.30210 1.41906 -0.38 -0.23 0.29
H -3.55830 -0.70498 2.51026 0.02 0.09 -0.09
H 0.98182 -1.08707 -1.86332 0.05 0.08 0.16
H 2.53844 -0.76980 -1.06300 -0.10 0.09 -0.05
C -2.75545 -0.22923 1.99499 0.37 0.29 -0.26
C 1.02392 0.72279 -0.66042 0.30 0.02 -0.20
C -0.51687 0.70375 1.02908 -0.17 -0.15 -0.21
H 1.58264 1.15901 0.17110 -0.09 -0.08 -0.11
H 1.15654 -1.32784 -0.11261 0.09 -0.03 -0.06
H 1.09956 1.36142 -1.53848 -0.12 0.04 -0.01
O -0.37011 0.67841 -0.26862 0.01 -0.04 0.53
C 1.45323 -0.69922 -0.95491 0.03 -0.08 0.03
```
Positions in Å, forces in eV/Å.

Energy above the lowest of the compared OMol25 structures with the same formula, charge and spin, kcal per mole: 99.0
Max |F|, hartree/bohr: 0.0106

How positive or negative is each atom? The Löwdin charges in e answer that: -0.1312 0.0308 0.0801 0.0797 0.1282 -0.2414 -0.0736 0.1067 0.0784 0.1170 -0.1023 -0.0725